# 1
Molecular formula: C6H9N
Method: DFT, the ωB97M-V functional and the def2-TZVPD basis

```
16
C6H9N | the Open Molecules 2025 dataset | the ωB97M-V functional and the def2-TZVPD basis
N -1.4798 -0.7354 0.4182
C 0.8642 -0.5006 -0.2480
C 1.9509 -0.0262 -0.0318
C -0.4568 -1.0458 -0.5825
C -2.7042 -0.1394 -0.0889
C 3.2711 0.5559 0.2118
C -1.7300 0.6682 0.6821
H 3.1809 1.5772 0.5946
H -1.1415 1.4069 0.1384
H 3.8522 0.5940 -0.7155
H -2.7638 0.0594 -1.1605
H -0.7376 -0.6713 -1.5821
H -1.9206 0.9122 1.7247
H 3.8370 -0.0316 0.9413
H -3.6314 -0.4863 0.3605
H -0.3906 -2.1370 -0.6624
```

## Properties
Lowest unoccupied orbital energy   0.039 Ha
Electronic energy   -7854.9479 eV
ΔE to the lowest compared entry with this formula, charge and spin   3.2117 eV
SMILES string   CC#CCN1CC1
HOMO-LUMO gap   10.1038 eV

# 2
Molecular formula: C10H30ClNiO9
Method: DFT, the ωB97M-V functional and the def2-TZVPD basis

```
51
C10H30ClNiO9 | the Open Molecules 2025 dataset | the ωB97M-V functional and the def2-TZVPD basis
Ni 0.2254 -0.1930 0.0138
Cl -0.2819 -3.6314 -0.1264
O 1.7843 0.2041 -1.2749
O -1.4500 -3.7471 -0.9578
O 1.4997 -0.2777 1.7191
O -0.6535 -3.6266 1.2570
O -0.3667 1.8912 -0.1378
O 0.6688 -4.6382 -0.4286
O -1.1104 -0.1561 -1.6400
O 0.3784 -2.3522 -0.3744
O -1.2885 -0.1932 1.4906
C -0.9215 -0.7502 -2.9173
C 2.3039 -2.6012 2.3021
C 0.0946 2.7944 0.8759
C -1.1173 3.4176 1.5741
C 2.7127 1.2662 -1.0118
C 1.3699 -1.4476 2.6107
C 2.4352 2.4861 -1.9323
C -3.3186 -1.4846 1.3935
C -0.6536 0.2927 -4.0028
C -2.7214 -0.0701 1.3236
H -2.8882 -2.0719 0.5825
H -2.9748 0.4541 0.4061
H -2.0012 0.2035 -1.5912
H 0.2869 0.8087 -3.7986
H -1.0978 -0.2603 2.4294
H -1.5941 2.6866 2.2257
H -1.7682 -1.3741 -3.2144
H 2.6612 1.5477 0.0359
H 3.3033 -2.3294 2.6438
H 1.5478 -1.0831 3.6238
H 2.1486 2.1755 -2.9389
H -3.0563 -1.9142 2.3586
H -0.1243 -1.4935 -2.8902
H 2.3059 -2.9148 1.2598
H -1.4017 1.0808 -4.1126
H -3.0429 0.4650 2.2189
H -1.9172 3.7614 0.9136
H 2.1127 0.3287 2.1429
H 3.4229 2.8990 -2.1562
H 1.9467 -0.1506 -2.1549
H -0.5962 -0.1797 -4.9835
H 2.0171 -3.4986 2.8509
H 0.3140 -1.7034 2.5621
H 0.7484 2.2983 1.5888
H -0.7651 4.3147 2.0854
H 0.6498 3.5995 0.3862
H -4.4033 -1.4457 1.2980
H 3.7250 0.9491 -1.2570
H 1.7856 3.2644 -1.5466
H -0.9345 2.3989 -0.7248
```

## Properties
Lowest unoccupied orbital energy (alpha / beta)   -0.103 / -0.133 Ha
Electronic energy   -82835.6851 eV
ΔE to the lowest compared entry with this formula, charge and spin   0.2546 eV
Spin multiplicity   3
HOMO-LUMO gap (alpha / beta)   9.5935 / 8.7927 eV
Charge   +1
⟨S²⟩   2.00

# 3
Molecular formula: C29H40MgN3P2
Method: DFT, the ωB97M-V functional and the def2-TZVPD basis

```
75
C29H40MgN3P2 | the Open Molecules 2025 dataset | the ωB97M-V functional and the def2-TZVPD basis
P -1.9851 -1.5045 0.6569
P -1.5096 1.6704 0.6801
Mg -0.0358 -0.1647 -0.6856
N 0.6852 -2.1101 -1.0669
N 0.0813 1.5412 -3.3757
N 1.8955 0.0162 0.1817
C 2.6050 -1.0969 -0.0528
C 0.0319 -3.1698 -1.5425
C -2.8193 0.9460 1.7439
C 6.2177 0.1184 0.2289
C 3.9414 1.1942 0.5301
C 6.7470 0.8293 1.4820
C 1.6293 -4.7104 -0.6249
C -3.2912 -2.4886 -0.1832
C -1.3101 -2.7522 1.8258
C -4.6403 1.1886 3.3125
C -2.9997 -0.4453 1.7575
C -1.0326 3.2008 1.5734
C 1.8449 -2.3148 -0.4287
C 2.0905 -6.1188 -0.2866
C 6.6105 0.9210 -1.0253
C 2.5655 1.1321 0.4728
C 0.4668 -4.4668 -1.3601
C 1.3907 -6.5115 1.0277
C -4.8020 -0.1894 3.3456
C 3.9916 -1.1087 -0.0256
C 3.6097 -6.1862 -0.0936
C -2.5280 2.3532 -0.6869
C 6.8544 -1.2725 0.1514
C 2.3221 -3.5918 -0.1681
C -3.9901 -0.9963 2.5699
C -3.6531 1.7477 2.5205
C 4.7014 0.0547 0.2621
C 1.7003 -7.1147 -1.3857
C 0.0102 0.8567 -2.4458
H 1.6301 -5.8082 1.8277
H 3.2330 -3.7085 0.3997
H 1.7165 -7.5054 1.3373
H -5.5646 -0.6329 3.9720
H 6.4281 0.3132 2.3894
H 0.3068 -6.5307 0.8962
H 6.4118 1.8653 1.5365
H -3.5398 2.8237 2.5121
H -1.8782 2.8702 -1.3934
H 4.5097 -2.0250 -0.2618
H 0.6196 -7.2006 -1.4959
H 3.9456 -5.6191 0.7754
H -0.4817 -2.3200 2.3882
H -5.2824 1.8262 3.9054
H -3.0212 1.5367 -1.2151
H -3.8497 -1.8396 -0.8572
H 6.2222 0.4457 -1.9277
H -1.8758 3.8704 1.7280
H 2.0782 -8.1038 -1.1293
H 4.4136 2.1370 0.7664
H 6.5962 -1.7839 -0.7774
H 7.9390 -1.1738 0.1755
H 3.9053 -7.2224 0.0678
H -2.8289 -3.2893 -0.7598
H 7.8365 0.8352 1.4590
H -2.0777 -3.0818 2.5237
H -4.1377 -2.0688 2.6076
H -0.8687 -2.9573 -2.1071
H -3.2830 3.0363 -0.2979
H 6.2194 1.9382 -0.9801
H -0.5894 2.9422 2.5349
H 7.6971 0.9725 -1.1034
H -0.9419 -3.6142 1.2664
H 6.5559 -1.8915 1.0004
H -0.2874 3.7210 0.9705
H 1.9628 2.0129 0.6604
H -3.9736 -2.9249 0.5430
H 2.1293 -6.8241 -2.3464
H 4.1332 -5.8202 -0.9792
H -0.1079 -5.2743 -1.7880
```

## Properties
Lowest unoccupied orbital energy   -0.113 Ha
Electronic energy   -59213.7950 eV
HOMO-LUMO gap   8.4839 eV
Charge   +1